The following is a DFT calculation (ωB97M-V/def2-TZVPD) of a 3-piece molecular cluster, C14H32Cl2NO6S2 overall in a non-equilibrium geometry.

Each line ends with the natural charge from an NBO analysis.
CARTESIAN COORDINATES (ANGSTROEM)
C (1.187, 2.797, 2.757)  -0.641
C (0.863, 1.402, 2.148)  -0.187
Cl (2.195, 0.277, 2.708)  -0.046
C (-0.492, 0.824, 2.673)  -0.192
Cl (-0.604, -0.963, 2.380)  -0.039
C (-1.739, 1.592, 2.126)  -0.256
C (-1.565, 2.178, 0.689)  -0.410
C (-2.956, 2.716, 0.176)  -0.442
C (-4.079, 2.794, 1.248)  -0.242
N (-4.195, 1.573, 2.118)  -0.501
C (-3.009, 0.666, 2.058)  -0.229
H (1.750, 3.411, 2.035)  0.243
H (1.825, 2.678, 3.644)  0.251
H (0.255, 3.323, 3.029)  0.201
H (0.917, 1.405, 1.050)  0.228
H (-0.471, 0.990, 3.766)  0.233
H (-1.899, 2.447, 2.818)  0.217
H (-0.742, 2.898, 0.591)  0.241
H (-1.309, 1.313, 0.045)  0.215
H (-2.794, 3.759, -0.155)  0.257
H (-3.270, 2.179, -0.735)  0.245
H (-4.031, 3.671, 1.906)  0.232
H (-5.034, 2.882, 0.696)  0.246
H (-5.051, 1.045, 1.937)  0.445
H (-4.281, 1.873, 3.091)  0.432
H (-3.033, 0.140, 1.087)  0.249
H (-3.036, -0.052, 2.890)  0.255
O (-3.782, -1.928, -0.879)  -0.958
S (-2.576, -2.006, -1.662)  2.370
O (-2.432, -1.265, -2.883)  -0.922
O (-2.228, -3.547, -1.936)  -0.713
C (-3.226, -4.371, -2.566)  -0.079
C (-3.365, -4.074, -4.048)  -0.643
C (-1.200, -1.641, -0.619)  -0.875
H (-4.183, -4.266, -2.050)  0.196
H (-2.898, -5.401, -2.433)  0.204
H (-3.755, -3.071, -4.217)  0.224
H (-4.048, -4.783, -4.517)  0.226
H (-2.395, -4.133, -4.544)  0.222
H (-1.287, -2.222, 0.290)  0.255
H (-1.237, -0.580, -0.395)  0.222
H (-0.278, -1.877, -1.147)  0.270
O (6.878, 0.698, -2.295)  -0.924
S (5.668, -0.055, -2.135)  2.371
O (4.382, 0.589, -2.129)  -0.942
O (5.796, -0.968, -0.816)  -0.719
C (6.107, -0.319, 0.425)  -0.079
C (4.922, 0.450, 0.980)  -0.643
C (5.634, -1.367, -3.316)  -0.883
H (6.978, 0.329, 0.306)  0.200
H (6.386, -1.109, 1.123)  0.197
H (4.662, 1.290, 0.333)  0.223
H (5.149, 0.846, 1.970)  0.217
H (4.049, -0.191, 1.044)  0.215
H (6.591, -1.882, -3.301)  0.257
H (5.461, -0.920, -4.293)  0.257
H (4.820, -2.044, -3.067)  0.251

## Properties
HOMO energy: -12.4 eV
Energy: -75520.1377 eV
Maximum force: 1.6 eV/Å
Spin multiplicity: 1
Orbital gap: 9.076 eV
Total charge: +1

=====

The following is a DFT calculation (ωB97M-V/def2-TZVPD) of a 6-piece molecular cluster, C14H32F24N2OP4 overall in a non-equilibrium geometry.

Each line ends with the Löwdin charge.
CARTESIAN COORDINATES (ANGSTROEM)
C (0.211, -3.927, -1.513)  0.050
C (0.190, -2.434, -1.367)  -0.398
O (-0.592, -1.782, -0.757)  0.124
N (1.105, -1.671, -2.234)  0.093
H (1.687, -2.197, -2.909)  0.113
H (0.487, -1.078, -2.796)  0.099
C (2.194, -0.777, -1.601)  0.060
H (-0.652, -4.248, -2.092)  0.101
H (0.045, -4.343, -0.515)  0.092
H (1.198, -4.282, -1.806)  0.082
H (2.696, -1.473, -0.930)  0.082
H (1.761, 0.024, -1.016)  0.087
H (2.966, -0.552, -2.336)  0.093
C (-3.432, 4.324, 4.998)  -0.117
C (-3.874, 4.215, 3.565)  -0.247
C (-3.791, 2.752, 3.036)  -0.162
C (-2.563, 2.519, 2.163)  -0.141
N (-2.445, 1.126, 1.596)  -0.216
C (-1.180, 1.131, 0.729)  -0.063
C (-1.677, 1.695, -0.625)  -0.142
C (-3.164, 1.537, -0.644)  -0.139
C (-3.541, 0.722, 0.617)  -0.065
C (-2.334, 0.090, 2.707)  -0.112
C (-1.346, 0.482, 3.832)  -0.200
C (-1.141, -0.769, 4.726)  -0.071
H (-4.028, 3.663, 5.632)  0.076
H (-3.726, 5.319, 5.346)  0.072
H (-2.366, 4.191, 5.173)  0.080
H (-3.271, 4.843, 2.904)  0.110
H (-4.909, 4.542, 3.467)  0.106
H (-4.611, 2.581, 2.336)  0.103
H (-3.852, 2.100, 3.905)  0.107
H (-1.614, 2.753, 2.656)  0.133
H (-2.353, 3.238, 1.365)  0.136
H (-1.048, 0.079, 0.496)  0.103
H (-0.303, 1.647, 1.102)  0.147
H (-1.169, 1.179, -1.438)  0.105
H (-1.393, 2.748, -0.680)  0.118
H (-3.518, 1.257, -1.635)  0.129
H (-3.694, 2.480, -0.470)  0.107
H (-3.522, -0.351, 0.435)  0.140
H (-4.499, 1.007, 1.040)  0.114
H (-1.955, -0.758, 2.139)  0.139
H (-3.327, -0.070, 3.123)  0.128
H (-1.704, 1.375, 4.340)  0.089
H (-0.415, 0.758, 3.332)  0.112
H (-0.479, -1.516, 4.295)  0.071
H (-2.120, -1.244, 4.839)  0.068
H (-0.793, -0.471, 5.712)  0.075
P (3.995, -3.974, -3.719)  0.164
F (4.973, -2.718, -3.912)  -0.142
F (5.282, -4.913, -3.425)  -0.171
F (3.789, -3.638, -2.153)  -0.151
F (3.026, -5.270, -3.659)  -0.180
F (2.666, -3.099, -4.057)  -0.177
F (4.182, -4.251, -5.349)  -0.207
P (5.019, 2.074, -2.882)  0.141
F (6.180, 1.880, -3.994)  -0.184
F (5.094, 3.690, -3.000)  -0.181
F (3.919, 1.933, -4.043)  -0.164
F (3.836, 2.134, -1.776)  -0.183
F (5.013, 0.425, -2.720)  -0.203
F (6.191, 2.134, -1.765)  -0.183
P (2.807, -2.234, 2.544)  0.180
F (2.891, -3.264, 3.801)  -0.184
F (4.139, -1.455, 3.018)  -0.163
F (3.807, -3.144, 1.636)  -0.169
F (2.602, -1.154, 1.364)  -0.172
F (1.510, -3.036, 1.901)  -0.210
F (1.783, -1.376, 3.504)  -0.206
P (-0.690, -0.441, -5.109)  0.183
F (-0.432, 0.976, -5.855)  -0.157
F (-0.831, 0.230, -3.606)  -0.201
F (-2.274, -0.240, -5.329)  -0.171
F (-1.030, -1.859, -4.332)  -0.191
F (-0.486, -1.253, -6.484)  -0.149
F (0.900, -0.593, -4.838)  -0.144

## Properties
HOMO energy: -6.1 eV
Energy: -122466.8932 eV
Maximum force: 2.7 eV/Å
Spin multiplicity: 1
Orbital gap: 8.552 eV
Total charge: -2